# 1
Here is a 3-piece molecular cluster, C4H14N2O overall in a non-equilibrium geometry from the Open Molecules 2025 dataset. Energies are from ωB97M-V/def2-TZVPD.

Computed properties:
Highest occupied orbital energy (eV): -18.3
Net charge: +2
Electronic energy (eV): -9383.7163
Lowest unoccupied orbital energy (eV): -8.56
Relative energy (zero: lowest compared OMol25 entry of this formula, charge and spin) (kJ/mol): 274.9
Orbital gap (eV): 9.71

```
21
Properties=species:S:1:pos:R:3:forces:R:3:mulliken_charge:R:1
C -0.29689 0.76431 0.81579 0.77 -0.36 4.36 -0.144
C 0.04065 -0.71190 1.09930 -1.54 1.57 0.01 -0.844
C -0.12822 -1.18612 -0.31705 0.61 -1.82 0.78 0.415
C -1.22899 -1.74844 -0.81989 0.04 1.38 -0.73 -0.884
N 1.11984 -1.04614 -1.11838 -0.61 1.11 -1.26 -0.272
N -0.31962 1.64213 2.67336 0.66 0.36 -2.04 -0.665
H 0.54718 1.40656 0.48696 -1.30 -0.12 -0.40 0.326
H -1.38218 0.87325 0.77748 0.54 0.70 -1.05 0.408
H 0.93338 -0.84038 1.69514 0.60 -0.28 -0.52 0.411
H -0.79477 -1.04095 1.71331 0.02 -0.50 -0.13 0.385
H -1.39326 -1.71077 -1.88321 0.51 -0.79 -0.56 0.295
H -2.16065 -2.01526 -0.33934 0.31 0.23 0.79 0.347
H 1.91627 -0.70127 -0.54957 -0.55 -0.38 -0.48 0.400
H 0.90755 -0.27337 -1.96103 0.84 -0.72 1.85 0.314
H 1.39799 -1.91884 -1.57898 -0.05 -0.02 0.37 0.396
H -0.72429 1.26795 3.52702 -0.23 -0.48 -0.17 0.324
H 0.61270 1.99375 2.90396 -0.02 -0.30 -0.01 0.342
H -0.83654 2.47328 2.39663 -0.26 0.07 0.31 0.356
H 0.53268 0.29292 -3.63299 -0.08 0.17 -0.01 0.349
H 0.63672 1.70098 -3.09515 0.17 0.08 0.50 0.333
O 0.62043 0.77830 -2.79338 -0.43 0.08 -1.61 -0.594
```
Forces are in eV/Å.

---

# 2
Here is C10H37N2PbSi4Te as an isolated structure in a non-equilibrium geometry from the Open Molecules 2025 dataset. Energies are from ωB97M-V/def2-TZVPD.

Computed properties:
Highest occupied orbital energy (spin up / spin down) (eV): -0.4 / -1.0
Net charge: -1
Electronic energy (eV): -58002.1166
Lowest unoccupied orbital energy (spin up / spin down) (eV): 2.48 / 2.54
Orbital gap (spin up / spin down) (eV): 2.84 / 3.50

```
55
Properties=species:S:1:pos:R:3:forces:R:3:mulliken_charge:R:1
C -4.33264 -0.57779 0.05708 -0.74 -0.30 0.71 -1.110
Pb -3.58970 -2.81145 -0.17257 0.15 1.01 0.34 0.311
N -1.88293 -3.80071 -2.09571 1.13 -0.61 -0.90 -0.705
N -5.74662 -3.14669 -1.55619 -1.10 -0.35 -0.09 -0.856
H -1.24584 -4.47451 -1.66375 -0.04 -0.03 -0.09 0.261
H -2.06863 0.69410 -1.76624 -0.11 -0.09 0.10 -0.038
H -3.62746 0.25313 0.01774 -0.10 -0.32 -0.22 0.027
H -4.75055 -0.58584 1.06761 -0.20 0.19 0.09 0.376
H -5.16412 -0.43581 -0.63756 0.03 0.21 -0.13 0.258
H -6.12098 -4.09072 -1.40743 0.12 0.43 -0.16 0.305
H -5.63225 -3.00590 -2.55981 0.11 0.01 0.39 0.303
H -6.44912 -2.48160 -1.22088 0.22 -0.18 -0.18 0.286
H -2.31931 -4.27777 -2.88825 0.05 0.10 0.14 0.298
H -1.28568 -3.05705 -2.48690 -0.46 -0.28 0.15 0.091
C -0.83832 1.02945 3.21314 -0.01 -0.13 0.41 -1.050
Si 0.73729 0.24024 2.52951 0.04 0.26 -1.45 0.462
C 2.25157 1.08628 3.28165 0.00 -0.06 0.61 -1.113
C 0.75350 -1.59636 2.97502 -0.07 -0.01 0.39 -1.071
Si 0.74635 0.47186 0.18833 0.79 0.23 0.60 0.019
Te -1.24644 -0.63735 -1.20081 -0.21 -0.45 -0.60 -0.469
Si 0.54403 2.68831 -0.50442 -0.05 -1.34 0.29 0.314
C 2.03505 3.69409 0.02049 0.06 0.64 -0.11 -1.111
C 0.38696 2.72904 -2.38751 -0.01 0.48 -0.09 -0.971
C -1.03445 3.38682 0.26786 0.00 0.47 -0.16 -0.962
Si 2.54269 -0.67852 -0.78419 -1.31 0.83 0.47 0.336
C 4.19013 0.08655 -0.29824 0.50 -0.32 -0.23 -1.096
C 2.47013 -2.48202 -0.22038 0.37 -0.21 -0.22 -0.996
C 2.31878 -0.60291 -2.66215 0.44 -0.32 -0.15 -0.947
H -0.86752 0.83351 4.29535 -0.13 0.11 -0.09 0.392
H -1.74614 0.59498 2.77058 0.28 0.05 0.02 0.249
H -0.87752 2.11634 3.06836 0.10 -0.25 0.00 0.298
H 2.20014 0.95763 4.37319 0.19 0.11 0.03 0.402
H 3.19661 0.64566 2.93656 -0.27 0.06 -0.01 0.207
H 2.28199 2.16404 3.07246 -0.08 -0.27 -0.03 0.210
H -0.07408 -2.14612 2.50425 0.17 0.22 0.06 0.267
H 1.69122 -2.09892 2.70680 -0.17 0.19 0.05 0.283
H 0.62963 -1.67481 4.06539 0.03 -0.15 -0.12 0.382
H 2.96849 3.31436 -0.41386 -0.23 0.00 0.07 0.213
H 1.88696 4.72231 -0.34039 0.20 0.04 0.10 0.393
H 2.15343 3.73041 1.11048 -0.06 -0.07 -0.21 0.218
H -0.46383 2.13995 -2.74837 0.17 0.08 0.15 0.244
H 0.22824 3.77611 -2.68843 0.02 -0.15 -0.11 0.378
H 1.28855 2.36815 -2.89911 -0.15 0.06 0.19 0.254
H -1.92169 2.79178 0.01440 0.26 0.04 0.01 0.202
H -0.98070 3.46530 1.36123 0.07 -0.05 -0.26 0.274
H -1.18217 4.40163 -0.13262 -0.13 -0.09 0.13 0.372
H 4.37542 0.03517 0.78214 -0.13 0.00 -0.21 0.235
H 4.97771 -0.48860 -0.80539 0.19 0.15 0.10 0.401
H 4.27912 1.13391 -0.61361 -0.13 -0.23 0.06 0.213
H 1.50105 -2.95931 -0.42578 0.20 0.25 0.01 0.211
H 3.24043 -3.02742 -0.78623 -0.12 -0.12 0.15 0.381
H 2.68749 -2.60310 0.84874 -0.03 0.09 -0.26 0.275
H 1.35450 -1.01246 -2.99537 0.26 0.15 0.25 0.238
H 2.41083 0.41633 -3.06094 0.00 -0.21 0.17 0.269
H 3.12040 -1.21369 -3.10529 -0.10 0.12 -0.14 0.385
```
Forces are in eV/Å.